# C4H12

A cluster of 2 separate species, C4H12 in total in a non-equilibrium geometry (ωB97M-V/def2-TZVPD, OMol25).

Results
**Gap between HOMO and LUMO**: 0.468 Ha
**SMILES string**: CC.CC
**Largest force on an atom**: 0.020 Eh/bohr

Geometry (Å):
C  -0.20299  2.34197  -1.01048
C  -0.98363  3.29931  -0.12205
H  -0.06982  1.35426  -0.53792
H  0.79227  2.77153  -1.21425
H  -0.73010  2.20488  -1.96962
H  -0.47625  3.52019  0.83210
H  -1.90072  2.72504  0.09187
H  -1.26852  4.25271  -0.59796
C  0.16532  -3.35994  0.26529
C  1.04033  -2.24625  0.85251
H  -0.68416  -3.57871  0.93398
H  0.77067  -4.27530  0.15453
H  -0.23008  -3.07767  -0.72496
H  1.63099  -1.71631  0.08642
H  1.73429  -2.70461  1.57703
H  0.41242  -1.51110  1.38345

Atomic forces in eV per Å
0.720 0.462 -0.398
-0.761 -0.593 0.372
-0.060 0.429 -0.152
-0.245 -0.401 -0.144
0.286 -0.034 0.336
-0.168 -0.126 -0.406
-0.014 0.714 0.338
0.245 -0.461 0.057
0.052 -0.049 -0.200
-0.029 -0.022 0.273
0.343 -0.018 -0.312
-0.398 0.266 -0.098
0.053 -0.190 0.406
-0.217 -0.267 0.311
-0.188 0.449 -0.171
0.380 -0.159 -0.211



# C4H12

A cluster of 2 separate species, C4H12 in total in a non-equilibrium geometry (ωB97M-V/def2-TZVPD, OMol25).

Results
**Gap between HOMO and LUMO**: 0.460 Ha
**SMILES string**: CC.CC
**Largest force on an atom**: 0.046 Eh/bohr

Geometry (Å):
C  -1.27815  -1.23854  -1.12672
C  -2.64658  -0.53913  -1.14566
H  -0.74332  -1.13578  -2.05828
H  -0.79501  -0.99999  -0.18105
H  -1.51122  -2.26330  -0.86789
H  -2.54524  0.54062  -1.01324
H  -3.10612  -0.62321  -2.13269
H  -3.35611  -0.93173  -0.42321
C  1.65264  0.76960  0.45605
C  2.39318  1.01308  1.77515
H  0.79912  0.10518  0.55984
H  1.12967  1.69778  0.21250
H  2.26271  0.49454  -0.39977
H  3.33487  0.46092  1.78979
H  2.57636  2.06776  1.95611
H  1.83319  0.58221  2.59908

Atomic forces in eV per Å
-1.754 -0.461 1.553
0.250 0.680 -0.899
0.489 0.061 0.191
0.763 0.722 -0.509
0.171 -0.766 -0.854
-0.022 -0.024 0.278
-0.089 -0.256 0.015
0.112 -0.013 0.186
-0.893 1.042 0.219
0.252 -0.959 -0.255
0.389 -0.559 0.042
0.198 0.134 -0.361
0.091 -0.108 0.109
0.146 0.252 -0.008
0.100 -0.005 0.067
-0.204 0.261 0.226



# C4H12

A cluster of 2 separate species, C4H12 in total in a non-equilibrium geometry (ωB97M-V/def2-TZVPD, OMol25).

Results
**Gap between HOMO and LUMO**: 0.469 Ha
**SMILES string**: CC.CC
**Largest force on an atom**: 0.021 Eh/bohr

Geometry (Å):
C  1.94945  1.75474  -1.17496
C  0.96489  0.58598  -1.14083
H  2.32956  1.96969  -2.17326
H  1.49720  2.59243  -0.64578
H  2.89104  1.56809  -0.64822
H  0.65054  0.46346  -0.11100
H  1.45842  -0.35594  -1.40053
H  0.11799  0.72491  -1.80782
C  -1.05855  -0.77332  1.68019
C  -1.88314  -1.50692  0.61477
H  -0.11501  -0.60749  1.17642
H  -1.48571  0.15239  2.04987
H  -0.97381  -1.42392  2.55311
H  -1.36122  -2.42057  0.31807
H  -2.85883  -1.85642  0.96664
H  -2.07888  -0.87851  -0.24634

Atomic forces in eV per Å
0.462 -0.258 0.160
0.981 -0.270 0.168
-0.582 0.452 -0.159
0.088 0.398 -0.549
-0.272 -0.415 0.341
-0.396 0.043 -0.069
-0.083 0.086 -0.182
-0.104 0.090 0.112
-0.523 -0.875 -0.322
-0.572 -0.205 0.478
0.402 0.212 0.725
-0.110 0.248 -0.299
0.449 0.047 -0.071
0.083 0.221 -0.213
0.034 0.206 0.160
0.144 0.021 -0.280



# C4H12

A cluster of 2 separate species, C4H12 in total in a non-equilibrium geometry (ωB97M-V/def2-TZVPD, OMol25).

Results
**Gap between HOMO and LUMO**: 0.457 Ha
**SMILES string**: CC.CC
**Largest force on an atom**: 0.031 Eh/bohr

Geometry (Å):
C  -0.41605  0.67837  1.28557
C  -0.28964  1.51480  2.54690
H  -0.85366  -0.32081  1.27181
H  -0.80607  1.19267  0.41830
H  0.61934  0.52675  0.98363
H  0.53077  2.22404  2.43424
H  -0.06784  0.93781  3.44822
H  -1.14367  2.16370  2.76196
C  1.00150  -0.94606  -1.59048
C  -0.41610  -1.23837  -2.12425
H  1.38792  -1.81457  -1.08749
H  1.71489  -0.73721  -2.38825
H  1.00413  0.00648  -1.06459
H  -0.39763  -1.43828  -3.20486
H  -1.17163  -0.50223  -1.86712
H  -0.69625  -2.24709  -1.82358

Atomic forces in eV per Å
1.343 -0.169 -0.628
-0.522 0.518 0.407
-0.290 0.200 0.679
-0.518 0.480 0.024
0.125 -0.431 -0.104
0.144 -0.091 -0.101
-0.107 -0.107 -0.183
-0.209 -0.362 0.008
-0.350 0.818 -1.165
0.693 -1.178 -0.834
0.208 0.105 0.801
-0.107 -0.214 -0.347
0.118 -0.470 0.727
-0.056 0.805 0.003
-0.004 -0.089 -0.010
-0.469 0.187 0.721



# C4H12

A cluster of 2 separate species, C4H12 in total in a non-equilibrium geometry (ωB97M-V/def2-TZVPD, OMol25).

Results
**Gap between HOMO and LUMO**: 0.455 Ha
**SMILES string**: CC.CC
**Largest force on an atom**: 0.061 Eh/bohr

Geometry (Å):
C  0.38577  -1.28710  1.23377
C  1.01412  -1.95248  0.01774
H  -0.10817  -1.91881  1.97010
H  1.19082  -0.70750  1.78835
H  -0.32107  -0.52434  0.95373
H  2.07785  -2.21742  0.01477
H  0.95977  -1.21719  -0.80246
H  0.53540  -2.90865  -0.23016
C  -0.67236  1.42472  -1.39700
C  -0.77233  1.75987  0.07883
H  -1.33274  1.98570  -2.07075
H  0.35157  1.72330  -1.66637
H  -0.58239  0.34091  -1.54793
H  -0.22784  1.15097  0.76811
H  -1.82282  1.57515  0.40093
H  -0.67558  2.77287  0.48835

Atomic forces in eV per Å
1.703 0.827 1.249
-0.007 -0.170 -0.802
0.191 -0.342 -0.164
-0.897 -0.652 -0.423
-0.349 -0.291 -0.230
-0.069 0.240 0.842
-0.253 -0.627 -0.069
-0.268 0.475 -0.295
2.393 0.590 0.184
-2.899 0.336 1.206
-0.117 -0.588 0.374
-0.131 0.193 -0.414
-0.937 0.243 -0.106
0.773 -0.273 -0.176
0.322 -0.187 -0.136
0.546 0.227 -1.040



# C4H12

A cluster of 2 separate species, C4H12 in total in a non-equilibrium geometry (ωB97M-V/def2-TZVPD, OMol25).

Results
**Gap between HOMO and LUMO**: 0.468 Ha
**SMILES string**: CC.CC
**Largest force on an atom**: 0.029 Eh/bohr

Geometry (Å):
C  0.95592  1.43439  1.42182
C  2.12609  0.58730  1.88207
H  -0.00538  0.97732  1.62360
H  0.89767  2.39681  1.94959
H  1.04520  1.75442  0.38518
H  2.06750  0.33814  2.93902
H  3.10193  1.00280  1.65266
H  2.03539  -0.37771  1.37233
C  -1.01135  -1.13352  -1.12518
C  -2.09026  -0.97746  -2.17248
H  -0.07061  -0.72175  -1.52243
H  -1.12976  -0.48114  -0.25716
H  -0.76271  -2.14244  -0.80257
H  -3.08305  -1.29965  -1.85487
H  -1.86385  -1.44939  -3.12583
H  -2.21273  0.09188  -2.36576

Atomic forces in eV per Å
0.142 1.400 0.471
-0.518 -0.855 -0.290
-0.115 -0.351 -0.270
0.205 -0.173 0.169
-0.139 -0.458 -0.229
0.065 0.247 0.166
0.027 0.167 0.014
0.322 0.019 -0.037
1.306 0.608 -0.063
-0.554 0.583 0.114
-0.088 -0.286 -0.202
-0.580 -0.317 0.138
-0.363 -0.111 0.017
0.109 -0.285 0.113
0.125 -0.161 0.060
0.055 -0.027 -0.173